The following is a quantum chemistry calculation of one molecule with the formula C2H4O3 at a distorted geometry, from the Open Molecules 2025 dataset.

Atoms and positions in Å:
C -1.53228 0.06632 -0.15240
C 0.76452 0.55924 0.15078
O -0.25250 0.00525 -0.54693
O 2.84272 -0.60401 0.08939
O 1.92666 0.49372 -0.38834
H -2.19003 -0.00569 -0.95086
H -1.84131 0.53853 0.69726
H 0.73322 1.04949 1.19772
H 3.30908 -1.06693 -0.59723

- E_LUMO (alpha / beta) (eV) = -0.2 / 0.2
- ΔE to the lowest compared entry with this formula, charge and spin (kcal per mole) = 167.9
- frontier orbital gap (alpha / beta) (eV) = 8.1 / 8.4
- molar mass (g/mol) = 76.05
- net charge = 0